[1]
Below is the molecule C4H8N2O, with properties calculated with ωB97M-V/def2-TZVPD.

Cartesian coordinates (Å):
C -1.4385 0.5654 0.1603
C -0.8183 -0.1164 1.3669
O -0.5401 0.9209 2.2639
N 0.4516 -0.9227 1.1872
C 0.9603 -0.6753 0.1009
C 1.4028 -0.1649 -1.0228
N 1.3879 -0.8897 -2.2508
H -1.5842 -0.0921 -0.7011
H -0.9026 1.4717 -0.1471
H -2.4081 0.8641 0.5627
H -1.5253 -0.8433 1.7752
H -0.2582 0.5275 3.0975
H 1.8534 0.8233 -0.9192
H 1.0795 -0.2969 -3.0143
H 2.3400 -1.1718 -2.4593

Structure (SMILES): C[C@H](O)N=C=CN
ΔE to the lowest compared entry with this formula, charge and spin: 287.9 kJ/mol
HOMO: -0.32105 Ha

Formally, the natural (NBO) partial charges of the atoms, in units of the elementary charge, are as follows: number 1, C, carries -0.652; number 2, C, carries 0.240; number 3, O, carries -0.704; number 4, N, carries -0.451; number 5, C, carries 0.406; number 6, C, carries -0.250; number 7, N, carries -0.824; number 8, H, carries 0.222; number 9, H, carries 0.224; number 10, H, carries 0.226; number 11, H, carries 0.157; number 12, H, carries 0.478; number 13, H, carries 0.205; number 14, H, carries 0.362; number 15, H, carries 0.362


[2]
Below is a cluster of 18 separate species, C45H135N27O18 in total in a non-equilibrium geometry, with properties calculated with ωB97M-V/def2-TZVPD.

Cartesian coordinates (Å):
C -3.2575 3.2922 2.7033
C -4.4264 2.4322 3.2704
C -5.7428 2.5441 2.4314
O -6.2625 3.8780 2.4919
C -7.1620 4.2034 3.5223
N -4.0444 1.0281 3.6082
H -2.5270 3.4594 3.4948
H -3.7017 4.2230 2.3505
H -2.8713 2.8012 1.8101
H -4.7042 2.8260 4.2481
H -6.4612 1.8534 2.8730
H -5.6898 2.1670 1.4101
H -7.2621 5.2885 3.4990
H -6.7748 3.9267 4.5029
H -8.1550 3.7558 3.4789
H -3.0867 1.1723 3.8948
H -3.9064 0.4479 2.7931
C -5.8870 -5.7337 -4.0123
C -4.7856 -5.6166 -2.9403
C -4.5488 -4.1905 -2.3302
O -3.8538 -3.4633 -3.3425
C -4.0786 -2.0085 -3.2798
N -5.1253 -6.4893 -1.7944
H -6.7898 -5.2643 -3.6214
H -6.0688 -6.7549 -4.3473
H -5.6169 -5.0850 -4.8456
H -3.8054 -5.9333 -3.2968
H -3.9217 -4.2617 -1.4415
H -5.4788 -3.6809 -2.0783
H -3.3869 -1.5757 -2.5571
H -5.0795 -1.6936 -2.9845
H -3.8294 -1.5334 -4.2286
H -6.0786 -6.8159 -1.7260
H -4.8746 -6.1061 -0.8942
C 6.2657 0.1867 0.3031
C 7.4654 1.0487 0.1465
C 7.2951 2.2159 -0.8248
O 6.6520 1.8282 -2.0106
C 7.3239 0.8845 -2.8895
N 8.0041 1.4473 1.4356
H 5.8756 -0.2433 -0.6194
H 5.3371 0.6801 0.5899
H 6.5240 -0.6253 0.9830
H 8.2073 0.3131 -0.1643
H 8.3288 2.5563 -0.8839
H 6.5976 2.9474 -0.4167
H 7.2288 -0.1313 -2.5059
H 8.3756 1.0858 -3.0933
H 6.8614 1.0124 -3.8683
H 7.2374 1.9388 1.8722
H 8.7571 2.1020 1.2793
C 6.5432 -6.4600 -0.6454
C 5.6217 -5.9023 0.5024
C 5.2662 -4.4353 0.3079
O 4.3343 -3.8475 1.2320
C 4.2247 -2.4544 1.0871
N 4.3266 -6.6072 0.5117
H 6.1085 -6.3300 -1.6365
H 6.8466 -7.5066 -0.6190
H 7.5406 -6.0411 -0.5123
H 6.0206 -6.1381 1.4890
H 4.8917 -4.1744 -0.6820
H 6.2191 -3.9082 0.2618
H 5.1012 -2.0094 1.5583
H 3.3654 -2.2080 1.7108
H 4.1563 -2.2450 0.0196
H 3.8649 -6.5096 -0.3813
H 3.6466 -6.1196 1.0773
C 1.7910 0.9129 4.2832
C 1.1482 2.1675 4.8176
C -0.1265 1.9247 5.7180
O -1.1031 2.9490 5.5868
C -2.3368 2.6729 6.3037
N 2.1911 3.0437 5.3103
H 2.3725 0.3309 4.9981
H 2.6030 1.1023 3.5812
H 0.9389 0.3493 3.9031
H 0.7946 2.7398 3.9600
H 0.1893 2.0686 6.7512
H -0.6248 0.9873 5.4707
H -2.1816 2.5332 7.3735
H -2.8921 1.7424 6.1853
H -3.0127 3.4579 5.9645
H 2.8590 2.5471 5.8826
H 1.6427 3.6620 5.8909
C 3.9790 -0.7229 -4.9684
C 5.2571 -1.2915 -5.6181
C 5.6296 -2.8027 -5.3791
O 5.9629 -3.0578 -4.0099
C 6.4034 -4.3552 -3.6918
N 5.3680 -0.8715 -7.0330
H 3.1324 -1.2287 -5.4327
H 3.8003 0.2896 -5.3305
H 4.0092 -0.9973 -3.9140
H 6.1178 -0.7029 -5.3007
H 6.2538 -3.1751 -6.1914
H 4.7223 -3.3451 -5.6449
H 6.9762 -4.7626 -4.5250
H 5.5632 -5.0322 -3.5376
H 7.1125 -4.2978 -2.8660
H 6.2986 -0.4807 -7.0698
H 4.8292 -0.0210 -7.1129
C 2.6744 3.6996 -2.4803
C 2.1546 2.6474 -3.3862
C 1.7794 1.2784 -2.6323
O 1.0581 0.4176 -3.5435
C 0.7253 -0.7299 -2.7467
N 0.9980 3.1045 -4.0857
H 2.9389 4.6430 -2.9579
H 3.6342 3.3234 -2.1265
H 2.0292 3.8413 -1.6132
H 2.7695 2.3004 -4.2166
H 1.0850 1.6062 -1.8587
H 2.6529 0.8187 -2.1699
H 1.6061 -1.2896 -2.4320
H 0.0623 -1.4438 -3.2354
H 0.1462 -0.7322 -1.8233
H 0.4187 3.6268 -3.4441
H 0.3842 2.3263 -4.2800
C -5.6333 -2.1228 1.0587
C -6.7538 -1.8864 0.2034
C -8.1730 -1.5017 0.8383
O -9.1847 -1.0166 -0.0454
C -9.5964 -2.0257 -1.0059
N -6.3891 -0.7617 -0.5601
H -5.5203 -1.1663 1.5690
H -4.7016 -2.3367 0.5352
H -5.6900 -2.8968 1.8241
H -6.9173 -2.7745 -0.4071
H -8.0740 -0.6441 1.5037
H -8.5226 -2.4072 1.3342
H -8.7539 -2.3022 -1.6398
H -10.3627 -1.6420 -1.6794
H -9.8243 -2.9495 -0.4740
H -7.1885 -0.6014 -1.1562
H -6.4067 0.0012 0.1016
C -2.6712 1.5873 -4.3249
C -2.4301 2.8921 -3.6539
C -2.4598 4.1521 -4.5974
O -2.2590 5.2242 -3.6862
C -2.0516 6.4335 -4.3099
N -3.3772 3.0156 -2.6288
H -2.8939 0.7085 -3.7198
H -1.8134 1.3997 -4.9707
H -3.4823 1.7914 -5.0240
H -1.4620 2.8891 -3.1530
H -3.4603 4.1307 -5.0294
H -1.7137 4.1041 -5.3905
H -2.9526 6.5639 -4.9094
H -1.1166 6.3699 -4.8666
H -1.9906 7.2568 -3.5982
H -3.0722 3.8250 -2.1073
H -4.2755 3.1486 -3.0708
C 4.4686 6.6436 0.4739
O 3.5436 5.9544 0.1649
N 5.2031 7.3554 -0.4060
N 4.8042 7.0100 1.6677
H 5.6737 8.2138 -0.1573
H 4.8742 7.1829 -1.3453
H 4.2088 6.6581 2.4038
H 5.4407 7.7740 1.8445
C -2.7215 0.3859 -0.4660
O -2.6218 -0.4016 0.4635
N -1.8355 1.2072 -0.8859
N -3.8741 0.7253 -1.0131
H -2.1106 1.9339 -1.5311
H -0.8880 1.0166 -0.5928
H -4.6995 0.2292 -0.7087
H -3.8499 1.6271 -1.4674
C -0.4624 4.6970 0.3170
O -0.3765 3.5470 0.7019
N -0.0221 5.8098 0.9277
N -1.1269 5.0513 -0.7175
H 0.5758 5.8055 1.7417
H -0.1567 6.5964 0.3087
H -1.4145 4.3207 -1.3528
H -1.8224 5.7694 -0.5734
C -1.2940 -4.8162 5.1653
O -1.4651 -3.8797 4.4380
N -0.8298 -5.9655 4.7920
N -1.6266 -4.8350 6.4457
H -0.4253 -6.0879 3.8746
H -0.8405 -6.7669 5.4066
H -2.2958 -4.1345 6.7313
H -1.3589 -5.6908 6.9105
C 0.7931 -4.2120 -1.9304
O -0.2250 -4.6176 -2.3947
N 0.8688 -3.7914 -0.7050
N 1.8934 -4.1998 -2.5582
H 1.7833 -3.6200 -0.3121
H 0.0336 -3.5829 -0.1767
H 1.6672 -4.4265 -3.5161
H 2.7807 -3.8693 -2.2068
C 4.9253 3.2942 2.8155
O 5.9522 3.5070 2.2061
N 3.8006 3.8048 2.3974
N 4.6965 2.5300 3.8729
H 3.8653 4.2714 1.5040
H 2.9309 3.7928 2.9108
H 5.4851 2.1267 4.3583
H 3.7733 2.3551 4.2433
C 1.2971 0.5803 0.7759
O 1.8685 -0.4393 0.3865
N 0.1065 0.4381 1.1559
N 1.7636 1.8329 0.7755
H -0.3221 -0.4686 1.0362
H -0.5147 1.2330 1.2052
H 2.6550 2.0417 0.3491
H 1.1278 2.6070 0.9040
C -3.9327 -1.8750 5.9141
O -3.7377 -2.8644 6.6287
N -3.4062 -1.7301 4.7155
N -4.6233 -0.8574 6.2310
H -2.8312 -2.4962 4.3950
H -3.7496 -0.9814 4.1310
H -4.7810 -0.7983 7.2268
H -4.6849 -0.0346 5.6484
C -1.8245 -3.8321 1.0880
O -1.5885 -5.0129 1.0140
N -2.1271 -3.1690 2.1450
N -1.7909 -2.9787 0.1122
H -1.8138 -3.6690 2.9648
H -2.0709 -2.1623 2.0856
H -1.9346 -1.9939 0.2847
H -1.5643 -3.3445 -0.8015

ΔE to the lowest compared entry with this formula, charge and spin: 0.0 kJ/mol
HOMO: -0.29702 Ha

These are the Löwdin partial charges, in e, on atoms 1 to 99: number 1, C, carries -0.025; number 2, C, carries -0.372; number 3, C, carries -0.171; number 4, O, carries -0.193; number 5, C, carries -0.114; number 6, N, carries 0.046; number 7, H, carries 0.062; number 8, H, carries 0.075; number 9, H, carries 0.066; number 10, H, carries 0.110; number 11, H, carries 0.113; number 12, H, carries 0.110; number 13, H, carries 0.091; number 14, H, carries 0.079; number 15, H, carries 0.085; number 16, H, carries 0.058; number 17, H, carries 0.053; number 18, C, carries -0.057; number 19, C, carries -0.389; number 20, C, carries -0.191; number 21, O, carries -0.187; number 22, C, carries -0.073; number 23, N, carries 0.023; number 24, H, carries 0.068; number 25, H, carries 0.075; number 26, H, carries 0.070; number 27, H, carries 0.133; number 28, H, carries 0.107; number 29, H, carries 0.100; number 30, H, carries 0.058; number 31, H, carries 0.067; number 32, H, carries 0.073; number 33, H, carries 0.054; number 34, H, carries 0.055; number 35, C, carries -0.072; number 36, C, carries -0.477; number 37, C, carries -0.202; number 38, O, carries -0.195; number 39, C, carries -0.074; number 40, N, carries 0.049; number 41, H, carries 0.071; number 42, H, carries 0.082; number 43, H, carries 0.070; number 44, H, carries 0.130; number 45, H, carries 0.120; number 46, H, carries 0.122; number 47, H, carries 0.078; number 48, H, carries 0.084; number 49, H, carries 0.071; number 50, H, carries 0.024; number 51, H, carries 0.066; number 52, C, carries -0.049; number 53, C, carries -0.379; number 54, C, carries -0.218; number 55, O, carries -0.203; number 56, C, carries -0.113; number 57, N, carries 0.022; number 58, H, carries 0.053; number 59, H, carries 0.071; number 60, H, carries 0.071; number 61, H, carries 0.135; number 62, H, carries 0.105; number 63, H, carries 0.119; number 64, H, carries 0.072; number 65, H, carries 0.088; number 66, H, carries 0.082; number 67, H, carries 0.060; number 68, H, carries 0.058; number 69, C, carries -0.063; number 70, C, carries -0.418; number 71, C, carries -0.157; number 72, O, carries -0.211; number 73, C, carries -0.094; number 74, N, carries 0.025; number 75, H, carries 0.090; number 76, H, carries 0.059; number 77, H, carries 0.079; number 78, H, carries 0.125; number 79, H, carries 0.123; number 80, H, carries 0.123; number 81, H, carries 0.086; number 82, H, carries 0.061; number 83, H, carries 0.087; number 84, H, carries 0.078; number 85, H, carries 0.083; number 86, C, carries -0.041; number 87, C, carries -0.410; number 88, C, carries -0.175; number 89, O, carries -0.191; number 90, C, carries -0.120; number 91, N, carries 0.020; number 92, H, carries 0.081; number 93, H, carries 0.067; number 94, H, carries 0.080; number 95, H, carries 0.099; number 96, H, carries 0.116; number 97, H, carries 0.114; number 98, H, carries 0.084; number 99, H, carries 0.079


[3]
Below is the molecule C6H9N, with properties calculated with ωB97M-V/def2-TZVPD.

Cartesian coordinates (Å):
C 0.3139 -1.5633 -1.2436
C -0.2872 -0.5498 -0.6172
N -1.0720 0.4467 -1.2338
C -0.4124 1.6761 -0.7824
C -0.0522 1.3078 0.6389
C 0.0018 -0.0226 0.7454
C 0.3605 -0.8672 1.9265
H 0.9987 -2.2219 -0.7246
H 0.2032 -1.6879 -2.3168
H -1.1131 0.3513 -2.2417
H 0.5279 1.8068 -1.3489
H -1.0260 2.5704 -0.9092
H 0.1979 2.0342 1.4052
H 0.6934 -0.2466 2.7648
H 1.1639 -1.5706 1.6779
H -0.4984 -1.4633 2.2596

Structure (SMILES): C=C1NCC=C1C
ΔE to the lowest compared entry with this formula, charge and spin: 125.8 kJ/mol
HOMO: -0.29732 Ha

Formally, the natural (NBO) partial charges of the atoms, in units of the elementary charge, are as follows: number 1, C, carries -0.509; number 2, C, carries 0.161; number 3, N, carries -0.592; number 4, C, carries -0.250; number 5, C, carries -0.186; number 6, C, carries -0.022; number 7, C, carries -0.634; number 8, H, carries 0.206; number 9, H, carries 0.199; number 10, H, carries 0.367; number 11, H, carries 0.179; number 12, H, carries 0.203; number 13, H, carries 0.213; number 14, H, carries 0.219; number 15, H, carries 0.220; number 16, H, carries 0.226


Please write out number 3 again, unchanged.
Below is the molecule C6H9N, with properties calculated with ωB97M-V/def2-TZVPD.

Cartesian coordinates (Å):
C 0.3139 -1.5633 -1.2436
C -0.2872 -0.5498 -0.6172
N -1.0720 0.4467 -1.2338
C -0.4124 1.6761 -0.7824
C -0.0522 1.3078 0.6389
C 0.0018 -0.0226 0.7454
C 0.3605 -0.8672 1.9265
H 0.9987 -2.2219 -0.7246
H 0.2032 -1.6879 -2.3168
H -1.1131 0.3513 -2.2417
H 0.5279 1.8068 -1.3489
H -1.0260 2.5704 -0.9092
H 0.1979 2.0342 1.4052
H 0.6934 -0.2466 2.7648
H 1.1639 -1.5706 1.6779
H -0.4984 -1.4633 2.2596

Structure (SMILES): C=C1NCC=C1C
ΔE to the lowest compared entry with this formula, charge and spin: 125.8 kJ/mol
HOMO: -0.29732 Ha

Formally, the natural (NBO) partial charges of the atoms, in units of the elementary charge, are as follows: number 1, C, carries -0.509; number 2, C, carries 0.161; number 3, N, carries -0.592; number 4, C, carries -0.250; number 5, C, carries -0.186; number 6, C, carries -0.022; number 7, C, carries -0.634; number 8, H, carries 0.206; number 9, H, carries 0.199; number 10, H, carries 0.367; number 11, H, carries 0.179; number 12, H, carries 0.203; number 13, H, carries 0.213; number 14, H, carries 0.219; number 15, H, carries 0.220; number 16, H, carries 0.226